Record 1
Density functional theory data (ωB97M-V/def2-TZVPD) for an isolated molecule of C4H6N2O.

Cartesian coordinates (Å):
N  1.810  0.838  0.050
C  0.469  0.419  0.038
C  -0.168  -0.928  0.215
O  0.601  -1.991  -0.277
C  -1.628  -0.812  -0.137
C  -1.780  0.533  -0.221
N  -0.519  1.242  -0.120
H  2.304  0.277  -0.645
H  2.243  0.618  0.945
H  -0.058  -2.624  -0.599
H  -0.250  -0.974  1.330
H  -2.650  1.156  -0.395
H  -0.372  2.246  -0.183

Computed properties:
Net charge: 0
Energy relative to the best compared isomer or geometry (same formula, charge and spin) in eV: 4.143
HOMO energy in eV: -7.70
Calculated total energy in a.u.: -340.64264
Spin multiplicity: 1



Record 2
Density functional theory data (ωB97M-V/def2-TZVPD) for an isolated molecule of C4H6N2O.

Cartesian coordinates (Å):
N  -1.893  1.130  0.579
C  -0.676  0.543  0.384
C  -0.305  -0.570  1.354
O  1.027  -1.333  -1.387
N  0.882  -0.917  0.909
C  1.275  -0.356  -0.399
C  0.313  0.792  -0.498
H  -2.272  1.745  -0.123
H  -2.557  0.557  1.078
H  0.061  -1.328  -1.490
H  1.404  -1.692  1.297
H  2.345  -0.138  -0.453
H  0.396  1.567  -1.252

Computed properties:
Net charge: 0
Energy relative to the best compared isomer or geometry (same formula, charge and spin) in eV: 2.882
HOMO energy in eV: -8.47
Calculated total energy in a.u.: -340.68898
Spin multiplicity: 1



Record 3
Density functional theory data (ωB97M-V/def2-TZVPD) for an isolated molecule of C4H6N2O.

Cartesian coordinates (Å):
N  -1.836  0.704  0.415
C  -0.486  0.351  0.147
C  0.672  1.165  0.327
C  1.773  0.397  0.051
N  1.336  -0.861  -0.292
C  -0.031  -0.881  -0.240
O  -0.712  -2.019  -0.568
H  -2.485  0.182  -0.160
H  -1.998  1.683  0.214
H  0.676  2.208  0.617
H  2.825  0.638  0.074
H  1.911  -1.655  -0.519
H  -1.588  -1.927  -0.169

Computed properties:
Net charge: 0
Energy relative to the best compared isomer or geometry (same formula, charge and spin) in eV: 1.072
HOMO energy in eV: -7.23
Calculated total energy in a.u.: -340.75551
Spin multiplicity: 1



Record 4
Density functional theory data (ωB97M-V/def2-TZVPD) for a cluster of 2 separate species, C4H6N2O in total.

Cartesian coordinates (Å):
C  -2.282  0.557  0.316
O  -1.592  -0.500  -0.370
C  -0.328  -0.296  -0.657
N  0.354  0.742  -0.615
N  1.450  1.208  -0.222
C  2.487  -1.143  0.229
C  1.461  -1.784  0.255
H  -3.286  0.182  0.521
H  -1.767  0.802  1.249
H  -2.327  1.437  -0.333
H  1.777  1.875  -0.931
H  3.438  -0.658  0.226
H  0.613  -2.425  0.333

Computed properties:
Net charge: 0
Energy relative to the best compared isomer or geometry (same formula, charge and spin) in eV: 6.846
HOMO energy in eV: -8.70
Calculated total energy in a.u.: -340.54334
Spin multiplicity: 1



Record 5
Density functional theory data (ωB97M-V/def2-TZVPD) for an isolated molecule of C4H6N2O.

Cartesian coordinates (Å):
N  1.660  -0.999  -1.318
C  1.201  -0.112  -0.549
O  1.759  0.800  0.266
C  0.384  1.323  0.740
C  -0.187  0.236  -0.140
C  -1.577  -0.153  -0.315
N  -0.877  -0.652  0.889
H  2.680  -0.998  -1.289
H  -0.521  0.196  1.614
H  0.315  2.350  0.366
H  -1.820  -0.920  -1.045
H  -2.364  0.573  -0.136
H  -0.652  -1.644  0.916

Computed properties:
Net charge: 0
Energy relative to the best compared isomer or geometry (same formula, charge and spin) in eV: 6.066
HOMO energy in eV: -7.79
Calculated total energy in a.u.: -340.57197
Spin multiplicity: 1



Record 6
Density functional theory data (ωB97M-V/def2-TZVPD) for an isolated molecule of C4H6N2O.

Cartesian coordinates (Å):
H  1.407  1.310  -1.654
N  1.620  0.503  -1.049
C  0.534  0.161  -0.451
C  0.263  -1.123  0.198
C  1.060  -1.761  1.045
C  -0.873  0.737  -0.778
N  -1.533  1.255  0.330
O  -1.102  1.119  -1.922
H  -0.921  -1.201  0.100
H  2.106  -1.471  1.128
H  0.725  -2.627  1.606
H  -2.034  2.122  0.184
H  -1.255  0.978  1.263

Computed properties:
Net charge: 0
Energy relative to the best compared isomer or geometry (same formula, charge and spin) in eV: 2.370
HOMO energy in eV: -9.74
Calculated total energy in a.u.: -340.70782
Spin multiplicity: 1



Record 7
Density functional theory data (ωB97M-V/def2-TZVPD) for an isolated molecule of C4H6N2O.

Cartesian coordinates (Å):
N  -2.328  -0.139  0.145
C  -0.943  0.110  0.095
C  -0.285  1.273  -0.189
C  1.119  0.994  -0.249
C  1.253  -0.344  0.019
O  2.333  -1.163  0.115
N  0.023  -0.891  0.221
H  -2.661  -0.608  -0.691
H  -2.624  -0.655  0.966
H  -0.781  2.219  -0.363
H  1.921  1.692  -0.457
H  3.112  -0.640  -0.109
H  -0.137  -1.848  0.499

Computed properties:
Net charge: 0
Energy relative to the best compared isomer or geometry (same formula, charge and spin) in eV: 0.925
HOMO energy in eV: -7.55
Calculated total energy in a.u.: -340.76090
Spin multiplicity: 1



Record 8
Density functional theory data (ωB97M-V/def2-TZVPD) for an isolated molecule of C4H6N2O.

Cartesian coordinates (Å):
H  0.798  -2.168  -1.790
N  0.867  -1.127  -1.321
C  -0.055  -0.779  -0.507
O  -1.282  -1.508  -0.155
N  -1.876  -0.634  0.754
C  -1.132  0.592  0.818
C  0.026  0.408  0.221
C  1.365  1.052  -0.065
H  -2.914  -0.885  0.711
H  -1.287  1.419  1.359
H  2.246  0.393  0.422
H  1.853  1.174  -1.063
H  1.390  2.062  0.617

Computed properties:
Net charge: 0
Energy relative to the best compared isomer or geometry (same formula, charge and spin) in eV: 4.724
HOMO energy in eV: -8.11
Calculated total energy in a.u.: -340.62130
Spin multiplicity: 1



Calculated max |F|, 0.0081; 0.0107; 0.0070; 0.0107; 0.0091; 0.0888; 0.0055; 0.1050 Eh/bohr (same order as the records).